Computed, not measured: the molecule C4H4N2O2, with ωB97M-V/def2-TZVPD.

ORCA input file:
```
! wB97M-V def2-TZVPD RIJCOSX def2/J DEFGRID3
* xyz 0 1
C -1.5412 -0.1266 0.2369
C 1.1671 -0.7481 -0.3767
C 0.4156 0.4040 -0.5690
C -0.4356 0.5570 0.7692
H 2.2206 -0.9214 -0.7976
H -0.2578 0.4753 -1.5525
H 1.2196 1.8878 0.6947
H -0.0001 0.0453 1.6188
N 0.4418 -1.7940 0.1050
N 0.2550 1.6834 0.0978
O -2.5052 0.0438 -0.5352
O -0.9798 -1.5065 0.3086
*
```

## Properties
F_max (eV Å⁻¹): 5.94
Kohn-Sham gap (eV): 10.023
HOMO (Eh): -0.3728
E (Eh): -414.5879